No. 1
Molecular formula: C37H55DyN7O2PSi
Method: DFT, ωB97M-V/def2-TZVPD

As for the net charge: +2. The HOMO energy (alpha / beta) comes out at -13.1 / -13.1 eV. As for the HOMO-LUMO gap (alpha / beta): 8.77 / 8.78 eV. Its multiplicity is 6. The LUMO energy (alpha / beta) is -4.353 / -4.345 eV. The value obtained for the total energy is -3492.44586 Ha.

Atoms and positions in Å:
Dy 0.00825 -0.10434 -0.73885
C 2.03863 -0.39798 -3.58287
C 1.33219 0.94845 -3.63119
N -0.04788 0.83919 -3.11881
C -0.97240 0.13861 -4.01774
C -1.31280 -1.27319 -3.58392
C -2.17947 -2.03228 -4.35335
C -2.43403 -3.34238 -3.97887
C -1.79466 -3.85738 -2.86351
C -0.95469 -3.03058 -2.13164
C -0.23308 -3.58190 -0.91976
N 0.64884 -2.61037 -0.26234
C 2.06555 -2.78849 -0.66263
C 2.32121 -2.32685 -2.08646
N 2.02013 -0.89564 -2.20665
N -0.74729 -1.75352 -2.47069
H 3.05376 -0.28043 -3.97150
H 1.51561 -1.11554 -4.21917
H 1.34994 1.33320 -4.65555
H 1.86023 1.65520 -2.98598
H -0.38474 1.78124 -2.96568
H -0.56314 0.09204 -5.03261
H -1.90429 0.69936 -4.09095
H -2.64001 -1.61183 -5.23825
H -3.10730 -3.95792 -4.56071
H -1.93953 -4.88939 -2.57016
H 0.33382 -4.46014 -1.24858
H -0.97673 -3.94735 -0.20908
H 0.63704 -2.78780 0.73888
H 2.36518 -3.83619 -0.55886
H 2.67496 -2.20465 0.02114
H 1.67500 -2.86464 -2.78414
H 3.35788 -2.55584 -2.34946
H 2.71289 -0.38891 -1.65949
O 1.75786 0.12506 0.40337
Si 2.24879 0.06305 1.93303
C 0.79514 0.68653 2.97855
C 0.95456 1.25388 4.24238
C -0.13919 1.69283 4.97525
C -1.42110 1.57297 4.45454
C -1.60689 1.00534 3.20175
C -0.50359 0.57000 2.48220
C 3.77680 1.10737 2.20269
C 4.49755 1.04718 3.39782
C 5.59495 1.86837 3.61078
C 5.99470 2.76302 2.62794
C 5.30436 2.82238 1.42514
C 4.20834 1.99799 1.21775
C 2.54004 -1.70411 2.54381
C 3.81849 -2.26813 2.54185
C 4.03673 -3.56075 2.99834
C 2.97454 -4.31905 3.47076
C 1.69686 -3.77571 3.49213
C 1.48700 -2.47988 3.04070
H 1.95399 1.36253 4.64880
H 0.00545 2.12826 5.95567
H -2.27571 1.91437 5.02355
H -2.60579 0.90549 2.79195
H -0.66285 0.10777 1.50137
H 4.20131 0.34372 4.16940
H 6.14426 1.80744 4.54146
H 6.84693 3.40800 2.79644
H 5.62648 3.50671 0.65015
H 3.68739 2.01948 0.26421
H 4.65538 -1.68399 2.17346
H 5.03801 -3.97223 2.99554
H 3.14376 -5.32283 3.83736
H 0.87052 -4.35260 3.88901
H 0.49116 -2.04699 3.11274
C -3.34583 -2.08104 0.45869
N -4.11902 -1.25122 -0.44355
C -5.31032 -1.90493 -0.96776
C -3.67123 -0.05447 -0.88208
N -2.39365 0.25048 -0.80743
N -4.61099 0.79679 -1.39802
C -5.90554 1.00018 -0.75132
C -4.19991 1.85355 -2.30608
H -3.97848 -2.40250 1.28806
H -2.50030 -1.52715 0.85899
H -2.98990 -2.97368 -0.06055
H -5.03726 -2.89791 -1.33326
H -5.73093 -1.34230 -1.79390
H -6.06751 -2.02913 -0.19091
H -2.27711 1.25206 -0.94855
H -6.05734 0.27849 0.04580
H -6.71866 0.90674 -1.47212
H -5.94626 1.99848 -0.30877
H -3.52888 2.58956 -1.84958
H -5.08696 2.38374 -2.64201
H -3.71123 1.42784 -3.18316
C 0.88951 3.73910 1.41930
P -0.12643 3.67808 -0.06061
C 0.53220 4.85850 -1.25893
C -1.76791 4.27441 0.41634
O -0.21217 2.28800 -0.67063
H 1.02457 4.76922 1.75085
H 1.85977 3.28752 1.21573
H 0.39347 3.16608 2.20327
H 0.62320 5.84581 -0.80534
H -0.14138 4.92655 -2.11369
H 1.51668 4.53301 -1.59517
H -1.78645 5.36282 0.47530
H -2.03300 3.86179 1.39035
H -2.50013 3.95037 -0.32177

Mulliken atomic charge list, values in e, 99 entries:
1. Dy -0.274
2. C -0.773
3. C -0.993
4. N 0.144
5. C -1.591
6. C 0.741
7. C -1.108
8. C -0.766
9. C -1.208
10. C 0.600
11. C -1.701
12. N 0.245
13. C -0.234
14. C -1.180
15. N 0.183
16. N 1.683
17. H 0.537
18. H 0.332
19. H 0.557
20. H 0.287
21. H 0.218
22. H 0.482
23. H 0.387
24. H 0.581
25. H 0.482
26. H 0.594
27. H 0.512
28. H 0.668
29. H -0.112
30. H 0.567
31. H -0.336
32. H 0.429
33. H 0.654
34. H 0.231
35. O 1.520
36. Si -0.794
37. C 0.216
38. C -0.699
39. C -0.820
40. C -0.938
41. C -0.524
42. C 2.459
43. C 1.030
44. C -0.476
45. C -0.807
46. C -0.638
47. C -0.790
48. C -0.363
49. C 0.568
50. C -0.087
51. C -0.804
52. C -0.660
53. C -0.710
54. C -0.760
55. H 0.372
56. H 0.441
57. H 0.415
58. H 0.581
59. H -1.465
60. H 0.459
61. H 0.444
62. H 0.405
63. H 0.454
64. H 0.224
65. H 0.504
66. H 0.451
67. H 0.440
68. H 0.473
69. H 0.512
70. C -0.934
71. N 0.424
72. C -1.239
73. C 0.185
74. N 0.587
75. N 0.194
76. C -1.278
77. C -0.804
78. H 0.449
79. H 0.012
80. H 0.230
81. H 0.386
82. H 0.397
83. H 0.359
84. H -0.469
85. H 0.393
86. H 0.380
87. H 0.394
88. H 0.073
89. H 0.436
90. H 0.230
91. C -0.469
92. P 0.732
93. C -1.300
94. C -0.988
95. O -0.326
96. H 0.588
97. H -0.098
98. H -0.004
99. H 0.475

No. 2
Molecular formula: C9H29N2O6
Method: DFT, ωB97M-V/def2-TZVPD

As for the net charge: -1. The HOMO energy comes out at -5.0 eV. As for the HOMO-LUMO gap: 7.74 eV. The LUMO energy is 2.714 eV. The value obtained for the total energy is -921.25467 Ha.

Atoms and positions in Å:
O -0.04186 0.86228 -1.59311
H -0.58331 0.06811 -1.41805
C 2.18781 3.58931 -2.96707
O 2.60894 4.65492 -3.44954
N 1.00421 3.47068 -2.43160
N 2.69245 2.41370 -3.04957
H 0.64959 2.54917 -2.21909
H 0.49530 4.32684 -2.26390
H 3.57023 2.23973 -3.51791
H 2.31612 1.77250 -2.36594
C 2.49618 -0.65636 2.48281
C 1.24908 -0.26552 1.62934
O 1.53018 -0.36145 0.26462
H 2.17944 -0.50125 3.51417
H 3.32267 0.00036 2.21126
H 2.82540 -1.66891 2.24941
H 0.87990 0.75701 1.70820
H 0.50689 -1.02809 1.86547
H 0.88418 0.14694 -0.23120
C -2.71246 -1.26110 1.15494
C -4.06944 -1.76083 1.70365
O -5.06309 -0.96315 1.13600
H -2.50313 -0.19705 1.26487
H -2.64172 -1.41795 0.07860
H -1.86064 -1.84125 1.50982
H -4.31026 -1.64907 2.76082
H -4.32184 -2.81417 1.58170
H -5.90386 -1.41641 1.23229
C 0.77167 -3.17005 -0.71848
C 0.56889 -4.38076 -1.57831
O 1.50864 -5.42710 -1.33003
H 0.05446 -2.36746 -0.89047
H 1.69747 -2.63131 -0.92037
H 0.76923 -3.30290 0.36339
H 0.49484 -4.16928 -2.64503
H -0.43795 -4.69468 -1.30294
H 2.23477 -5.34204 -1.95220
C 0.17661 3.35426 0.95186
C -1.14575 2.68368 1.23976
O -1.76933 2.37896 0.03949
H 0.69825 3.52317 1.89391
H 0.03997 4.38750 0.63272
H 0.84152 2.78304 0.30401
H -1.81163 3.37886 1.75104
H -1.04037 1.79418 1.86088
H -1.03825 2.15297 -0.54022

In the Mulliken picture, each atom carries the following charge in e:
1. O -1.107
2. H 0.031
3. C 0.564
4. O -0.761
5. N -0.239
6. N -0.301
7. H 0.212
8. H 0.153
9. H 0.191
10. H 0.193
11. C -1.377
12. C 0.672
13. O -0.425
14. H 0.382
15. H 0.316
16. H 0.304
17. H -0.055
18. H -0.075
19. H 0.281
20. C -0.633
21. C -0.446
22. O -0.509
23. H 0.120
24. H 0.257
25. H 0.321
26. H 0.279
27. H 0.317
28. H 0.286
29. C -0.480
30. C -0.503
31. O -0.531
32. H 0.139
33. H 0.262
34. H 0.225
35. H 0.301
36. H 0.276
37. H 0.308
38. C -1.186
39. C -0.013
40. O -0.548
41. H 0.364
42. H 0.320
43. H 0.284
44. H 0.360
45. H 0.111
46. H 0.360

No. 3
Molecular formula: C12H25O4S3
Method: DFT, ωB97M-V/def2-TZVPD

As for the net charge: -1. The HOMO energy comes out at -3.6 eV. As for the HOMO-LUMO gap: 6.41 eV. The LUMO energy is 2.756 eV. The value obtained for the total energy is -1967.42621 Ha.

Atoms and positions in Å:
O 1.00113 -1.41848 0.17461
H 0.43546 -0.55295 0.00652
C -0.59065 -1.39033 3.38160
S 0.49222 -2.73687 3.14816
O 1.11424 -3.08556 4.52946
C -0.75623 -3.93579 2.88337
H -0.96464 -0.99792 2.46021
H -0.26266 -0.52812 3.72617
H -1.57568 -1.71900 3.75392
H -1.18441 -3.76087 1.90789
H -1.34380 -4.03911 3.76348
H -0.19329 -4.89880 2.72459
C 1.30951 -1.36325 -3.24934
S 2.33238 -0.32355 -2.25226
O 3.89186 -0.62959 -2.55766
C 2.13191 1.18291 -3.15112
H 0.39901 -1.17110 -3.01912
H 1.35460 -2.37409 -2.81082
H 1.69247 -1.30317 -4.35214
H 1.32171 1.68692 -2.88448
H 2.16433 1.08670 -4.30349
H 3.02266 1.85721 -2.92180
C -3.07131 -2.26711 0.15047
S -1.87119 -2.17488 -1.18898
O -2.67372 -2.57662 -2.44415
C -1.85594 -0.40256 -1.15243
H -3.90706 -1.62729 -0.12636
H -2.82525 -2.07019 1.17426
H -3.50964 -3.08899 0.40226
H -2.87669 0.01982 -1.66529
H -1.06354 -0.13564 -1.83208
H -1.60533 0.18379 -0.23252
C 0.82166 4.95603 -0.29083
C 0.19560 3.57394 -0.83815
C 0.20455 2.51846 -0.02934
C 0.84847 2.46158 1.21118
C 1.37933 3.66726 1.83745
C 1.27402 4.96115 1.11359
H 0.67862 6.02393 -0.90482
H -0.43852 3.58462 -1.83055
H 0.09806 1.56903 -0.57890
H 0.88618 1.54431 1.99768
H 1.79358 3.75126 2.76201
H 1.72598 5.94288 1.50775

In the Mulliken picture, each atom carries the following charge in e:
1. O -0.759
2. H -0.070
3. C -0.977
4. S 0.615
5. O -0.744
6. C -0.845
7. H 0.074
8. H 0.543
9. H 0.408
10. H 0.148
11. H 0.354
12. H 0.345
13. C -0.684
14. S 0.702
15. O -0.747
16. C -0.887
17. H 0.093
18. H 0.323
19. H 0.302
20. H 0.237
21. H 0.282
22. H 0.303
23. C -1.476
24. S 0.722
25. O -0.721
26. C -0.574
27. H 0.401
28. H 0.380
29. H 0.663
30. H 0.415
31. H -0.088
32. H 0.280
33. C -0.426
34. C -0.288
35. C 0.763
36. C -0.057
37. C -0.597
38. C -0.397
39. H 0.198
40. H 0.282
41. H -0.341
42. H 0.088
43. H 0.490
44. H 0.270

Energy above the lowest of the compared OMol25 structures with the same formula, charge and spin per entry: 0.000; 2.133; 1.756 eV